1.
{"formula": "C56H44N7O9Rb", "method": "ωB97M-V/def2-TZVPD", "symbols": ["Rb", "C", "O", "C", "C", "C", "C", "C", "C", "C", "C", "C", "C", "C", "N", "C", "C", "C", "C", "C", "C", "C", "C", "C", "C", "O", "C", "C", "C", "C", "N", "C", "C", "C", "C", "C", "C", "O", "C", "C", "C", "C", "C", "C", "C", "N", "C", "C", "N", "C", "C", "C", "C", "O", "C", "C", "C", "H", "H", "H", "H", "H", "H", "H", "H", "H", "H", "H", "H", "H", "H", "H", "H", "H", "H", "H", "H", "H", "H", "H", "H", "H", "H", "H", "H", "H", "H", "H", "H", "H", "H", "H", "H", "O", "C", "C", "C", "C", "C", "C", "C", "O", "N", "O", "O", "H", "H", "H", "H", "N", "C", "N", "O", "H", "H", "H", "H"], "xyz": [[1.277, 0.892, -0.389], [-4.959, 6.266, -4.564], [-5.460, 4.989, -4.236], [-4.636, 4.171, -3.500], [-3.425, 4.573, -2.953], [-2.666, 3.658, -2.224], [-3.085, 2.345, -2.013], [-4.315, 1.981, -2.568], [-5.082, 2.872, -3.302], [-2.237, 1.381, -1.238], [-1.741, 0.252, -1.944], [-2.061, -0.075, -3.339], [-1.321, -1.158, -3.658], [-0.528, -1.485, -2.470], [-0.825, -0.621, -1.471], [0.464, -2.483, -2.414], [1.364, -2.720, -1.339], [2.195, -3.918, -1.218], [2.877, -3.792, -0.058], [2.464, -2.518, 0.527], [2.919, -2.043, 1.781], [4.082, -2.765, 2.385], [5.289, -2.877, 1.705], [6.383, -3.556, 2.243], [6.273, -4.132, 3.502], [7.284, -4.825, 4.125], [8.515, -4.904, 3.440], [5.079, -4.030, 4.206], [4.004, -3.358, 3.649], [2.388, -0.957, 2.506], [1.310, -0.230, 2.132], [1.181, 0.783, 3.014], [0.226, 1.828, 2.921], [0.402, 2.990, 3.854], [0.851, 4.210, 3.361], [1.032, 5.314, 4.194], [0.765, 5.195, 5.553], [0.910, 6.218, 6.460], [1.427, 7.435, 5.967], [0.314, 3.986, 6.068], [0.135, 2.903, 5.221], [-0.783, 1.968, 1.950], [-1.731, 3.088, 1.913], [-2.428, 2.958, 0.767], [-1.891, 1.767, 0.083], [-0.966, 1.170, 0.866], [2.227, 0.698, 4.033], [2.971, -0.390, 3.724], [1.556, -1.909, -0.276], [0.605, -3.386, -3.599], [-0.462, -4.132, -4.099], [-0.309, -4.986, -5.184], [0.925, -5.103, -5.804], [0.995, -5.933, -6.905], [2.154, -6.744, -6.989], [2.005, -4.368, -5.337], [1.834, -3.525, -4.244], [-5.693, 6.724, -5.223], [-3.998, 6.202, -5.082], [-4.837, 6.894, -3.676], [-3.056, 5.581, -3.078], [-1.723, 3.975, -1.787], [-4.680, 0.973, -2.407], [-6.036, 2.577, -3.723], [-2.733, 0.459, -3.994], [-1.282, -1.656, -4.617], [2.216, -4.754, -1.902], [3.559, -4.504, 0.380], [5.377, -2.419, 0.724], [7.297, -3.617, 1.670], [9.197, -5.446, 4.091], [8.925, -3.911, 3.234], [8.418, -5.445, 2.494], [5.008, -4.492, 5.183], [3.071, -3.292, 4.197], [1.051, 4.304, 2.298], [1.380, 6.243, 3.765], [1.518, 8.102, 6.821], [0.759, 7.889, 5.230], [2.411, 7.297, 5.510], [0.107, 3.913, 7.130], [-0.221, 1.960, 5.623], [-1.841, 3.854, 2.667], [-3.221, 3.597, 0.411], [2.379, 1.383, 4.855], [3.847, -0.747, 4.244], [-1.428, -4.049, -3.612], [-1.138, -5.574, -5.558], [2.066, -7.331, -7.901], [2.217, -7.415, -6.128], [3.071, -6.156, -7.041], [2.976, -4.434, -5.811], [2.681, -2.960, -3.870], [2.203, 1.325, -3.174], [2.889, 0.352, -3.446], [4.073, -0.127, -2.738], [4.808, -1.100, -3.396], [5.989, -1.579, -2.876], [6.475, -1.084, -1.641], [5.771, -0.150, -0.952], [4.509, 0.388, -1.442], [3.859, 1.216, -0.779], [6.735, -2.579, -3.599], [7.802, -2.960, -3.128], [6.271, -3.034, -4.638], [2.626, -0.250, -4.339], [4.460, -1.485, -4.348], [7.407, -1.479, -1.257], [6.105, 0.211, 0.014], [3.069, 3.804, -1.686], [1.729, 4.102, -1.665], [1.105, 4.076, -2.905], [1.130, 4.413, -0.644], [3.348, 3.206, -2.449], [3.413, 3.429, -0.813], [1.406, 3.309, -3.493], [0.099, 4.091, -2.807]], "atomic_forces_ev_per_a": [[0.24, 0.08, -0.41], [-0.04, -0.08, 0.05], [0.00, 0.14, -0.12], [0.08, 0.06, 0.06], [0.06, -0.12, 0.07], [-0.01, -0.07, 0.00], [-0.02, -0.09, 0.07], [-0.07, -0.02, 0.04], [0.03, -0.12, 0.06], [0.06, 0.07, 0.03], [0.10, 0.06, 0.02], [0.00, 0.09, 0.12], [0.11, -0.06, 0.02], [0.05, 0.04, -0.02], [-0.24, -0.02, -0.09], [0.02, -0.09, -0.05], [0.00, 0.04, -0.02], [-0.13, 0.10, -0.05], [-0.01, 0.13, 0.09], [0.00, 0.00, 0.08], [0.00, -0.05, -0.04], [-0.07, 0.04, 0.01], [0.08, -0.03, -0.09], [-0.16, 0.07, 0.02], [0.03, 0.01, -0.10], [0.16, -0.02, -0.01], [-0.12, 0.01, 0.02], [-0.11, 0.04, -0.03], [-0.02, -0.02, 0.04], [0.05, 0.07, 0.04], [0.02, -0.02, 0.34], [0.03, -0.04, -0.01], [-0.04, 0.08, -0.03], [-0.09, -0.19, 0.01], [-0.01, 0.14, 0.00], [-0.03, -0.16, 0.02], [0.01, 0.05, -0.11], [0.07, 0.16, 0.03], [-0.05, -0.11, 0.01], [-0.03, -0.12, -0.06], [0.02, -0.02, 0.07], [-0.04, 0.01, -0.03], [0.08, -0.17, 0.01], [0.08, -0.16, -0.17], [-0.10, 0.02, 0.06], [-0.69, 0.42, 0.33], [-0.08, 0.06, -0.08], [-0.05, -0.07, -0.14], [0.15, -0.33, -0.07], [0.02, 0.10, 0.11], [-0.08, -0.06, -0.05], [-0.09, 0.14, 0.14], [0.02, 0.01, 0.00], [0.12, -0.14, -0.12], [-0.08, 0.07, 0.05], [-0.01, 0.06, 0.12], [0.05, -0.03, -0.04], [-0.02, 0.00, -0.01], [0.01, -0.02, -0.02], [0.01, 0.00, 0.03], [0.02, 0.01, -0.01], [-0.10, 0.00, 0.02], [0.02, 0.02, -0.01], [0.02, 0.00, 0.00], [0.00, 0.02, 0.02], [0.01, 0.02, 0.05], [0.00, 0.02, 0.02], [0.00, 0.01, 0.00], [0.00, -0.04, 0.08], [0.00, 0.00, -0.01], [0.00, -0.01, 0.04], [0.02, 0.03, 0.01], [-0.02, -0.01, -0.02], [0.00, 0.01, -0.02], [0.02, 0.00, -0.01], [0.00, -0.01, 0.06], [0.00, 0.00, 0.00], [0.00, -0.01, 0.04], [-0.02, 0.00, -0.02], [0.03, 0.00, 0.00], [0.01, 0.01, -0.05], [0.02, 0.03, -0.02], [0.00, -0.02, -0.02], [0.00, 0.01, -0.02], [0.00, -0.03, -0.05], [-0.01, 0.00, -0.02], [0.04, -0.02, -0.01], [0.00, 0.01, 0.00], [-0.05, 0.00, 0.00], [0.03, 0.00, 0.02], [0.04, 0.03, -0.03], [0.00, 0.01, 0.02], [-0.03, -0.04, -0.02], [0.10, -0.06, -0.18], [0.13, -0.03, 0.20], [-0.25, 0.15, -0.09], [-0.04, -0.09, -0.05], [0.29, -0.16, -0.12], [0.02, -0.06, -0.03], [-0.14, -0.05, -0.10], [0.00, 0.01, 0.04], [0.80, 0.00, -0.19], [-0.28, 0.10, 0.39], [0.12, 0.02, -0.03], [0.00, 0.06, -0.11], [0.05, -0.03, -0.01], [0.01, 0.01, 0.02], [-0.02, 0.00, 0.00], [0.00, 0.01, -0.05], [-0.05, 0.12, -0.11], [-0.13, -0.06, 0.21], [-0.05, -0.04, -0.01], [0.07, 0.12, -0.09], [-0.02, -0.07, 0.03], [-0.04, 0.04, 0.04], [0.01, -0.01, -0.01], [0.11, 0.01, 0.01]], "charge": -2, "homo_lumo_gap_ev": 4.80, "e_above_lowest_ev": 0.0000, "homo_ev": -1.20}

=====

2.
{"formula": "C38H37AsN2O3STi", "method": "ωB97M-V/def2-TZVPD", "symbols": ["Ti", "O", "C", "C", "C", "C", "C", "C", "C", "N", "C", "C", "N", "C", "C", "C", "C", "C", "C", "C", "O", "H", "H", "H", "H", "H", "H", "H", "H", "H", "H", "H", "H", "H", "H", "S", "C", "C", "C", "C", "C", "C", "As", "C", "C", "C", "C", "C", "C", "C", "C", "C", "C", "C", "C", "H", "H", "H", "H", "H", "H", "H", "H", "H", "H", "H", "H", "H", "H", "C", "C", "C", "C", "O", "H", "H", "H", "H", "H", "H", "H", "H", "H"], "xyz": [[-0.262, -1.268, 0.258], [-0.511, -1.023, 2.059], [-0.351, -1.887, 3.081], [-1.067, -1.701, 4.251], [-0.965, -2.584, 5.322], [-0.110, -3.687, 5.217], [0.626, -3.876, 4.064], [0.551, -2.990, 2.964], [1.385, -3.180, 1.826], [1.366, -2.404, 0.728], [2.333, -2.691, -0.317], [1.978, -1.792, -1.509], [0.520, -1.717, -1.559], [-0.083, -2.593, -2.410], [-1.253, -3.356, -2.146], [-1.826, -4.155, -3.168], [-2.869, -5.029, -2.931], [-3.385, -5.156, -1.637], [-2.844, -4.384, -0.611], [-1.816, -3.479, -0.832], [-1.343, -2.772, 0.199], [-1.724, -0.840, 4.305], [-1.538, -2.411, 6.226], [-0.017, -4.388, 6.040], [1.297, -4.728, 3.983], [2.107, -3.988, 1.874], [3.355, -2.493, 0.023], [2.270, -3.745, -0.621], [2.415, -0.812, -1.336], [2.393, -2.198, -2.432], [0.433, -2.809, -3.343], [-1.401, -4.077, -4.165], [-3.277, -5.620, -3.744], [-4.189, -5.852, -1.427], [-3.212, -4.472, 0.405], [2.897, 0.253, 2.163], [3.661, 1.532, 1.274], [4.961, 1.982, 1.611], [5.586, 3.014, 0.931], [4.956, 3.628, -0.145], [3.695, 3.182, -0.523], [3.031, 2.167, 0.164], [1.227, 1.470, -0.318], [0.203, 2.842, 0.678], [-0.751, 3.647, 0.058], [-1.480, 4.592, 0.774], [-1.279, 4.735, 2.139], [-0.345, 3.926, 2.774], [0.393, 2.991, 2.055], [1.130, 2.287, -2.125], [1.061, 3.638, -2.443], [1.134, 4.068, -3.763], [1.288, 3.147, -4.796], [1.353, 1.797, -4.497], [1.266, 1.375, -3.174], [5.458, 1.488, 2.439], [6.576, 3.343, 1.238], [5.436, 4.432, -0.691], [3.238, 3.646, -1.384], [-0.940, 3.534, -0.999], [-2.216, 5.203, 0.264], [-1.855, 5.460, 2.704], [-0.186, 4.017, 3.843], [1.111, 2.353, 2.561], [0.970, 4.372, -1.654], [1.083, 5.128, -3.984], [1.359, 3.485, -5.824], [1.468, 1.068, -5.291], [1.290, 0.313, -2.947], [-3.749, -0.906, -0.247], [-2.855, 0.331, -0.165], [-3.060, 0.994, 1.199], [-3.269, 1.279, -1.287], [-1.485, -0.008, -0.362], [-4.798, -0.599, -0.216], [-3.554, -1.581, 0.586], [-3.567, -1.452, -1.174], [-4.126, 1.011, 1.451], [-2.681, 2.017, 1.210], [-2.526, 0.424, 1.960], [-4.331, 1.539, -1.210], [-3.086, 0.797, -2.252], [-2.680, 2.196, -1.245]], "atomic_forces_ev_per_a": [[0.13, 0.29, -0.50], [-0.05, -0.45, 1.41], [0.22, 0.22, -0.37], [-0.18, 0.11, 0.10], [0.14, -0.15, -0.01], [-0.06, 0.13, -0.07], [0.00, -0.04, 0.07], [0.16, 0.06, -0.23], [-0.05, 0.53, -0.11], [0.17, -0.36, 0.29], [-0.12, 0.05, 0.11], [-0.31, -0.36, 0.25], [0.37, -0.39, -0.58], [-0.01, 0.07, 0.33], [0.25, 0.08, 0.02], [-0.01, 0.01, -0.02], [0.00, 0.04, 0.12], [0.08, 0.02, -0.11], [-0.14, -0.04, 0.05], [0.23, 0.17, 0.14], [-0.72, -0.63, -0.55], [0.02, 0.00, -0.02], [0.00, -0.01, -0.01], [0.00, -0.01, 0.00], [-0.02, 0.05, 0.02], [0.14, -0.13, 0.02], [0.06, 0.03, 0.05], [-0.04, -0.12, -0.01], [0.04, 0.25, 0.03], [0.08, -0.06, -0.23], [0.06, -0.02, -0.17], [-0.04, 0.00, 0.02], [0.01, -0.01, 0.00], [-0.01, 0.02, -0.01], [0.00, 0.01, 0.00], [-0.02, 0.28, -0.09], [-0.07, -0.07, -0.12], [0.01, 0.17, -0.09], [-0.07, -0.17, 0.12], [-0.03, 0.00, -0.02], [-0.13, -0.11, 0.05], [0.16, -0.16, 0.06], [0.41, 0.74, 0.47], [-0.09, 0.02, -0.03], [-0.05, -0.03, 0.12], [0.05, -0.09, 0.05], [0.01, -0.03, -0.05], [0.07, -0.07, -0.03], [-0.01, -0.04, -0.09], [0.10, -0.47, -0.04], [0.08, 0.20, -0.14], [0.01, -0.08, -0.07], [-0.03, 0.21, 0.10], [-0.01, -0.10, 0.10], [-0.07, -0.09, -0.03], [-0.03, 0.03, -0.02], [-0.02, -0.04, 0.01], [0.00, -0.01, -0.01], [-0.10, 0.02, -0.06], [-0.06, -0.01, -0.01], [-0.02, 0.00, -0.02], [0.03, -0.02, -0.01], [0.00, -0.01, -0.03], [0.04, -0.03, 0.01], [0.03, 0.03, -0.01], [0.00, 0.01, -0.01], [-0.02, 0.01, 0.02], [-0.02, 0.00, 0.04], [-0.04, 0.06, -0.02], [0.11, -0.14, 0.04], [0.30, -0.07, -0.21], [0.10, -0.03, 0.03], [0.07, 0.10, -0.13], [-1.15, 0.58, 0.04], [-0.04, -0.02, 0.00], [0.02, -0.03, 0.00], [0.00, 0.01, 0.00], [0.03, 0.06, 0.00], [0.07, 0.03, 0.00], [-0.02, -0.03, 0.01], [0.06, 0.00, -0.01], [-0.05, 0.04, 0.05], [-0.02, -0.03, -0.01]], "charge": -2, "homo_lumo_gap_ev": [4.08, 5.73], "e_above_lowest_ev": 0.9432, "s_squared": 2.05, "homo_ev": [0.36, -1.29], "spin_multiplicity": 3}

=====

3.
{"formula": "CH12O5", "method": "ωB97M-V/def2-TZVPD", "symbols": ["C", "O", "H", "H", "H", "H", "O", "H", "H", "O", "H", "H", "O", "H", "H", "O", "H", "H"], "xyz": [[11.002, 14.212, 35.031], [11.007, 15.550, 34.748], [10.056, 13.719, 35.254], [11.386, 13.666, 34.169], [11.670, 13.896, 35.832], [11.904, 15.889, 34.703], [8.602, 15.230, 33.284], [8.080, 15.617, 33.986], [9.505, 15.284, 33.597], [6.650, 14.520, 36.121], [7.395, 15.121, 36.134], [5.883, 15.086, 36.211], [7.973, 12.353, 32.518], [7.522, 12.139, 33.334], [8.261, 13.259, 32.633], [8.618, 16.749, 35.797], [8.713, 17.665, 35.533], [9.460, 16.349, 35.578]], "atomic_forces_ev_per_a": [[1.39, -3.39, -0.06], [-0.74, 1.99, 0.24], [-0.46, 0.97, -0.05], [-0.06, -0.22, -0.27], [0.07, 0.46, 0.39], [0.01, -0.07, -0.03], [-0.20, -0.41, -0.61], [-0.26, 0.13, 0.23], [0.26, 0.27, -0.09], [-0.08, -0.47, -0.08], [0.21, 0.41, 0.10], [-0.17, 0.12, 0.03], [0.08, -0.50, -0.24], [-0.14, 0.00, 0.18], [0.01, 0.62, 0.13], [-0.52, -0.04, 0.27], [-0.10, 0.24, -0.04], [0.70, -0.12, -0.10]], "homo_lumo_gap_ev": 10.72, "e_above_lowest_ev": 0.6064, "homo_ev": -10.62}

=====

4.
{"formula": "C5H12NO", "method": "ωB97M-V/def2-TZVPD", "symbols": ["C", "O", "C", "C", "C", "C", "N", "H", "H", "H", "H", "H", "H", "H", "H", "H", "H", "H", "H"], "xyz": [[1.892, 1.160, 0.258], [2.979, 0.513, 0.856], [0.774, 0.094, 0.131], [-0.460, 0.660, -0.592], [-1.637, -0.307, -0.633], [-1.982, -0.998, 0.678], [1.284, -1.186, -0.285], [2.110, 1.475, -0.781], [1.559, 2.045, 0.807], [0.443, -0.019, 1.187], [-0.162, 1.186, -1.504], [-0.842, 1.468, 0.072], [-1.330, -1.118, -1.309], [-2.484, 0.196, -1.115], [-2.751, -1.771, 0.583], [-2.359, -0.287, 1.419], [-1.097, -1.538, 1.016], [2.791, -0.409, 0.521], [1.272, -1.165, -1.308]], "atomic_forces_ev_per_a": [[-0.59, -0.38, -0.94], [0.34, 0.36, 0.12], [-0.45, -0.20, 0.83], [-0.14, 0.89, 1.94], [0.48, -0.87, -1.63], [-0.10, 0.12, 0.10], [-0.02, 0.41, -0.08], [0.30, 0.16, 0.05], [0.15, 0.00, 0.30], [0.05, -0.07, -0.08], [-0.35, -0.55, -0.46], [0.34, 0.15, -0.22], [-0.19, 0.07, -0.06], [-0.19, -0.10, 0.23], [-0.14, 0.17, -0.37], [0.28, -0.02, 0.21], [0.09, 0.28, 0.23], [-0.03, -0.32, -0.07], [0.17, -0.11, -0.12]], "charge": -1, "homo_lumo_gap_ev": 6.26, "e_above_lowest_ev": 0.6860, "homo_ev": -2.11}

=====

Number 1: E -3244.943182 hartree. Number 2: E -5289.025807 hartree. Number 3: E -421.473525 hartree. Number 4: E -327.670840 hartree.